[1]
Entry from the OMol25 dataset: a molecular structure, C2H2N5OS (ωB97M-V with the def2-TZVPD basis set).

XYZ file:
```
11
Properties=species:S:1:pos:R:3:forces:R:3
C -1.5470 -0.2430 0.4513 -0.39 0.53 0.15
C 2.9887 0.1698 -0.1992 0.72 0.09 -0.95
N -0.2659 0.5113 -0.9435 0.25 2.15 -1.68
N -1.5482 1.0866 0.6096 -0.85 0.40 -0.25
N -0.7539 1.5545 -0.3495 -0.56 -0.33 1.50
N -0.6956 -0.6097 -0.5185 -1.84 -2.29 1.45
N 2.1016 0.3478 -0.9424 -0.49 0.52 -0.54
O 4.0245 -0.0128 0.3203 1.46 -0.40 1.66
S -2.8546 -1.0803 1.3351 0.72 -0.24 -0.31
H -2.4224 -2.3500 1.2047 0.09 0.23 -0.04
H 0.9729 0.6259 -0.9680 0.90 -0.67 -0.97
```
Forces are in eV/Å.

Summary:
Frontier orbital gap: 8.38 eV
Energy above the lowest of the compared OMol25 structures with the same formula, charge and spin: 0.628 eV
HOMO level: -5.35 eV
Total charge: -1

Atomic partial charges in e from the natural (NBO) method, atoms 1 to 8: 0.093 0.767 -0.177 -0.362 -0.107 -0.313 -0.766 -0.645

[2]
Entry from the OMol25 dataset: a molecular structure, C20H26N2O4 (ωB97M-V with the def2-TZVPD basis set).

XYZ file:
```
52
Properties=species:S:1:pos:R:3:forces:R:3
C 3.6855 -2.1014 -1.8729 -1.63 -5.10 -0.50
C 4.4553 -1.4606 -0.8736 0.84 1.56 0.42
O 3.8571 -0.2965 -0.2747 9.92 -1.35 -4.44
C 2.7790 -0.3283 0.2787 -6.54 -2.71 3.09
C 2.0841 0.7875 0.0160 0.33 4.14 0.39
C 1.0147 1.0600 0.8188 -3.59 4.53 -1.15
C 0.5511 0.1041 1.5691 -5.65 -5.44 3.97
C 0.9892 -1.3008 1.6933 5.93 9.38 -7.31
C 2.2619 -1.4952 1.1025 -3.64 5.82 -1.05
O 2.9986 -2.5080 1.1956 1.41 -5.08 1.66
C 2.4472 -3.7371 2.0630 2.55 -2.76 -12.20
C 1.4341 -4.5521 1.0484 4.63 14.87 -4.87
H 1.0503 -5.3056 1.2851 -5.75 -11.35 4.74
H 0.5763 -3.7147 0.8376 1.78 -2.27 0.31
H 1.8542 -4.7999 -0.0092 0.04 0.93 2.00
H 2.1567 -3.3584 2.8659 -2.56 2.63 7.20
H 3.3734 -4.2316 1.9046 0.71 -0.83 1.56
H 0.7154 -1.9337 2.2954 -3.74 -6.30 6.21
C -1.1585 0.2234 2.3049 11.19 9.31 -3.67
N -1.8229 0.8440 1.3243 -0.89 -3.41 -3.56
C -2.4513 1.9124 1.3092 0.84 8.13 9.12
O -2.2729 2.6900 2.5292 -1.75 -3.12 -5.78
C -3.1251 2.5446 0.2399 0.55 -1.08 -2.68
C -3.9509 3.6064 0.4042 -4.09 -1.35 -4.37
C -4.8769 3.8803 -0.7460 2.78 5.89 1.50
C -4.3796 3.7115 -2.0620 1.80 -3.97 -1.49
N -3.3268 2.7860 -2.4314 -2.50 0.49 7.82
C -2.9065 2.1357 -1.0828 3.52 0.72 -7.18
O -1.7561 1.2529 -1.4204 -4.59 2.35 3.08
C -1.4298 1.0922 -2.7963 -4.09 -7.21 1.72
C -0.5116 2.0067 -3.1199 4.82 5.83 -7.06
H 0.3653 1.9563 -2.5740 1.64 0.17 1.48
H -0.9314 3.0695 -3.1642 0.65 -1.43 0.22
H -0.0263 1.8370 -4.3226 -1.70 0.34 3.29
H -2.2705 1.0187 -3.5038 -0.01 0.15 0.72
H -1.0815 0.0263 -2.5812 0.34 1.02 -1.61
H -4.8426 3.9698 -3.0330 -0.14 0.84 1.10
H -5.3050 5.0666 -0.5796 0.18 -3.77 -0.57
H -4.3018 3.8231 1.3426 -0.15 1.20 2.27
H -1.7872 0.3062 0.5019 -0.21 -0.57 -1.66
C -1.5997 -0.8220 2.8415 1.33 -16.01 4.55
H -0.8460 -1.2889 3.8762 -2.52 1.68 -3.20
H -1.6480 -1.8289 2.1115 0.19 2.22 1.51
H -2.5368 -0.7287 3.1226 -4.63 0.28 2.06
H -0.9000 0.8755 3.0623 0.14 2.11 1.35
H 0.2959 2.0817 0.7007 2.36 -2.77 0.36
H 2.5678 1.7478 -0.4397 -0.58 -2.43 0.18
H 4.7552 -2.1247 -0.1787 0.13 -2.33 2.99
H 5.4089 -1.3139 -1.2501 1.86 2.17 -0.99
H 2.8493 -2.5810 -1.3539 -0.73 0.48 -0.43
H 3.3959 -1.5131 -2.6633 -0.88 1.42 -1.81
H 4.1233 -3.0907 -2.3113 0.10 1.98 0.72
```
Forces are in eV/Å.

Summary:
Frontier orbital gap: 7.24 eV
Energy above the lowest of the compared OMol25 structures with the same formula, charge and spin: 20.463 eV
HOMO level: -7.46 eV
Total charge: 0

Atomic partial charges in e from the natural (NBO) method, atoms 1 to 8: -0.631 -0.092 -0.481 0.337 -0.290 -0.275 0.015 -0.359

[3]
Entry from the OMol25 dataset: a molecular structure, C41H36N6O6PTa (ωB97M-V with the def2-TZVPD basis set).

XYZ file:
```
91
Properties=species:S:1:pos:R:3:forces:R:3
Ta -1.4171 -0.2371 0.0638 0.22 -0.14 -0.02
C -2.6374 -3.2824 -0.6397 0.01 -0.03 -0.06
O -1.6282 -2.2656 -0.9066 -0.07 -0.04 0.04
C -0.6731 -2.6088 -1.8858 0.03 -0.08 -0.06
C -0.4254 -3.8943 -2.3294 -0.04 0.03 0.06
C 0.5413 -4.0670 -3.3100 0.05 0.00 -0.03
C 1.2286 -2.9823 -3.8422 -0.01 -0.02 0.01
C 0.9585 -1.7016 -3.4001 -0.01 0.00 -0.01
C 0.0078 -1.5268 -2.4064 0.02 0.08 -0.01
N -0.4045 -0.2749 -1.8833 0.03 -0.02 -0.01
N -0.1343 0.7179 -2.6277 0.00 0.06 -0.03
C -0.7398 1.9081 -2.4443 0.12 -0.01 -0.04
C -1.9990 1.9756 -1.8214 -0.12 -0.01 0.01
O -2.4747 0.9474 -1.1338 0.06 0.10 0.05
C -2.8086 3.1163 -1.9812 0.00 0.03 -0.06
C -2.3222 4.1907 -2.6671 -0.03 -0.01 0.02
C -1.0318 4.1946 -3.2681 0.00 0.02 -0.01
C -0.5559 5.3208 -3.9708 -0.02 -0.02 0.02
C 0.6751 5.2899 -4.5694 0.03 -0.02 -0.01
C 1.4674 4.1328 -4.4841 0.00 0.05 -0.02
C 1.0303 3.0262 -3.7982 -0.04 -0.02 0.04
C -0.2303 3.0391 -3.1820 0.00 0.01 -0.02
H -3.2827 -3.3647 -1.5130 0.01 0.00 0.00
H -2.1514 -4.2318 -0.4419 -0.02 0.01 0.04
H -3.1835 -2.9805 0.2444 -0.03 0.02 0.02
H -0.9549 -4.7546 -1.9511 0.00 0.00 0.00
H 0.7505 -5.0671 -3.6637 0.01 0.00 0.00
H 1.9768 -3.1382 -4.6066 0.00 -0.01 0.00
H 1.4761 -0.8409 -3.7982 -0.01 -0.01 0.00
H -3.7969 3.1176 -1.5423 0.00 0.00 0.00
H -2.9364 5.0780 -2.7658 0.01 0.00 0.00
H -1.1777 6.2047 -4.0343 -0.01 0.00 0.00
H 1.0380 6.1518 -5.1116 0.01 0.00 0.00
H 2.4356 4.1159 -4.9667 0.00 0.00 0.00
H 1.6473 2.1402 -3.7293 0.00 0.00 0.00
N -3.6798 -0.5856 0.4878 0.03 0.03 0.08
N -3.8674 -1.3557 1.6595 0.03 -0.10 0.07
C -2.7161 -1.4523 2.4544 -0.02 0.09 -0.10
O -2.7225 -1.6818 3.6205 0.01 -0.04 0.00
O -1.6092 -1.3091 1.6991 -0.05 -0.08 0.08
H -4.0371 0.3602 0.6647 -0.02 -0.01 -0.05
H -4.1909 -0.9998 -0.2894 -0.04 0.04 0.02
H -4.6980 -1.1227 2.1914 0.00 0.04 -0.04
C 4.3514 -0.7420 -2.4320 0.00 0.01 0.01
C 4.1200 -1.9841 -1.8613 -0.01 0.01 0.00
C 3.1483 -2.1318 -0.8810 0.03 0.03 0.00
C 2.4036 -1.0305 -0.4611 0.04 -0.11 0.03
C 2.6333 0.2169 -1.0475 -0.04 0.04 -0.01
C 3.6050 0.3578 -2.0243 0.03 -0.01 -0.01
P 1.1080 -1.2227 0.7923 -0.14 0.22 0.06
C 1.5776 -0.1596 2.2033 0.01 -0.12 0.03
C 0.8222 -0.2575 3.3758 -0.01 0.00 -0.01
C 1.1331 0.5323 4.4721 0.01 0.01 0.01
C 2.2046 1.4146 4.4178 -0.01 -0.02 -0.02
C 2.9741 1.4923 3.2663 0.00 0.01 0.01
C 2.6645 0.7086 2.1621 0.03 0.02 -0.06
C 1.2814 -2.8893 1.4698 0.05 -0.01 0.02
C 0.2831 -3.8481 1.3562 0.01 0.00 0.01
C 0.4597 -5.1138 1.8992 -0.01 0.04 -0.03
C 1.6382 -5.4218 2.5584 0.04 -0.02 0.03
C 2.6390 -4.4649 2.6861 -0.01 -0.03 0.00
C 2.4626 -3.2023 2.1501 -0.05 0.02 -0.01
H 5.1176 -0.6258 -3.1870 0.00 0.00 0.00
H 4.7008 -2.8424 -2.1718 0.00 0.00 0.00
H 2.9789 -3.1068 -0.4439 -0.01 0.00 -0.01
H 2.0627 1.0818 -0.7299 0.02 -0.02 -0.02
H 3.7943 1.3320 -2.4571 0.00 0.00 0.00
H 0.0109 -0.9691 3.4527 -0.02 -0.01 -0.02
H 0.5523 0.4353 5.3802 0.00 0.00 0.00
H 2.4565 2.0173 5.2804 0.00 0.00 0.00
H 3.8331 2.1496 3.2313 0.00 0.00 -0.01
H 3.2934 0.7616 1.2830 -0.03 0.02 0.04
H -0.6469 -3.5958 0.8721 0.01 0.00 0.02
H -0.3253 -5.8542 1.8196 -0.01 0.00 0.00
H 1.7764 -6.4059 2.9857 0.00 0.00 0.00
H 3.5540 -4.7028 3.2113 0.00 0.00 0.00
H 3.2409 -2.4565 2.2620 0.00 0.00 0.00
C -3.4711 3.6673 3.8997 0.00 -0.01 -0.01
N -2.4809 3.0906 2.9781 0.00 0.01 0.03
C -1.2475 3.6190 2.8356 0.01 0.03 0.01
C -0.3131 3.1273 1.9692 -0.01 -0.03 -0.02
C -0.7305 1.9998 1.2605 0.06 -0.08 -0.09
O -0.0685 1.3106 0.3619 -0.15 0.07 -0.07
N -1.9267 1.4448 1.4355 0.04 -0.05 0.08
C -2.8892 1.9784 2.2424 -0.01 -0.02 0.03
O -4.0211 1.5358 2.3149 0.01 0.02 -0.01
H -3.0107 4.4972 4.4266 0.00 0.00 0.00
H -3.7916 2.9066 4.6066 0.00 0.00 0.00
H -4.3346 4.0132 3.3372 0.00 0.00 0.00
H -1.0402 4.4797 3.4574 0.00 0.00 0.00
H 0.6698 3.5553 1.8635 0.00 0.00 0.00
```
Forces are in eV/Å.

Summary:
Frontier orbital gap: 6.64 eV
Energy above the lowest of the compared OMol25 structures with the same formula, charge and spin: 0.000 eV
HOMO level: -13.20 eV
Total charge: +2

Atomic partial charges in e from the Mulliken method, atoms 1 to 8: 3.045 -1.255 -0.737 0.674 -0.818 -1.039 -0.806 -0.592

Question: HOMO level of number 2 (C20H26N2O4)?
Answer: -7.46 eV